(1)
The following is a quantum chemistry calculation of a molecular structure, C30H47FP2Pd, from the Open Molecules 2025 dataset.

Structure (XYZ):
```
81
Properties=species:S:1:pos:R:3:lowdin_spin:R:1
Pd -1.14 5.49 -0.49 0.0618
C 0.06 0.00 2.27 0.3270
C -1.29 0.11 1.83 0.3229
C -0.54 -1.99 1.29 0.3165
C 0.49 -1.32 1.99 0.3276
C -1.65 -1.12 1.21 0.3129
C 0.85 1.08 2.90 0.0499
H 0.77 2.02 2.34 0.0118
H 1.91 0.80 2.96 0.0002
H 0.50 1.28 3.92 0.0208
C 1.77 -1.94 2.41 0.0461
H 2.28 -1.32 3.15 0.0004
H 2.45 -2.10 1.56 0.0188
H 1.58 -2.93 2.86 0.0107
C -0.46 -3.38 0.78 0.0438
H -0.13 -4.07 1.56 0.0116
H 0.25 -3.46 -0.06 0.0169
H -1.44 -3.70 0.42 -0.0001
C -2.97 -1.43 0.61 0.0438
H -3.64 -1.89 1.35 0.0195
H -2.86 -2.13 -0.22 0.0046
H -3.46 -0.52 0.25 0.0043
C -2.20 1.26 2.02 0.0466
H -3.04 1.02 2.69 0.0168
H -2.62 1.58 1.06 0.0146
H -1.66 2.11 2.46 -0.0004
C 0.82 4.79 -2.20 0.6469
C 0.66 5.79 -1.17 0.0564
C 0.66 7.28 -1.69 0.0379
C -0.75 7.61 -2.28 0.0038
C -1.83 6.72 -1.73 0.0020
C -2.10 5.33 -2.14 0.0097
C -1.49 4.66 -3.33 0.0078
C 0.02 4.92 -3.48 0.0846
H 1.44 7.44 -2.45 -0.0009
H -0.72 7.63 -3.38 0.0009
H 0.86 7.95 -0.82 0.0046
H 0.18 5.93 -3.92 0.0263
H 1.94 4.85 -2.48 0.0426
H 1.40 5.66 -0.35 0.0022
H 0.47 4.25 -4.23 0.0032
H -1.65 3.57 -3.24 0.0001
H -3.08 4.95 -1.85 0.0022
H -1.95 5.01 -4.27 -0.0003
H -0.99 8.62 -1.94 0.0016
H -2.70 7.23 -1.32 0.0013
P 2.29 2.70 -2.35 0.6410
P -0.01 0.37 -3.13 0.0035
C 2.19 2.12 -4.07 0.0941
C 0.85 1.37 -4.41 0.0028
H 3.05 1.40 -4.17 0.0219
H 2.28 3.00 -4.75 0.0148
H 0.08 2.06 -4.80 0.0003
H 1.05 0.64 -5.21 -0.0001
C -1.15 -0.73 -3.96 0.0001
H -1.53 -1.47 -3.25 0.0000
H -0.63 -1.24 -4.79 0.0000
H -1.99 -0.15 -4.37 0.0000
C -0.90 1.34 -1.92 0.0035
H -1.87 1.66 -2.32 0.0002
H -0.34 2.24 -1.60 0.0028
H -1.09 0.72 -1.03 0.0024
C 3.95 3.45 -2.21 0.0690
H 4.11 3.69 -1.15 -0.0005
H 4.03 4.38 -2.80 0.0125
H 4.68 2.67 -2.52 0.0143
C -0.45 4.09 0.97 0.0337
H -0.38 3.10 0.50 0.0011
H -1.21 4.12 1.76 0.0052
H 0.53 4.45 1.30 0.0014
F 4.18 -2.88 -0.41 -0.0004
C 3.14 -2.17 -0.97 0.0010
C 2.44 -2.75 -2.01 0.0125
C 1.43 -1.99 -2.64 -0.0017
C 1.19 -0.66 -2.22 0.0137
C 1.89 -0.14 -1.15 0.0331
C 2.93 -0.86 -0.54 0.0157
H 2.66 -3.75 -2.36 0.0007
H 0.85 -2.42 -3.44 -0.0003
H 1.71 0.90 -0.81 0.0188
H 3.54 -0.41 0.22 0.0005
```

Computed properties:
total charge = +2
spin multiplicity = 5
HOMO-LUMO gap (spin up / spin down) = 6.25 / 4.47 eV
E_LUMO (spin up / spin down) = -4.87 / -7.97 eV



(2)
The following is a quantum chemistry calculation of a single C2H3NO2S2 molecule, from the Open Molecules 2025 dataset.

Structure (XYZ):
```
10
Properties=species:S:1:pos:R:3:nbo_charge:R:1
C -1.39 -0.52 -0.17 0.4319
C 0.15 -0.96 -0.18 -0.7885
N 0.27 1.50 0.46 -0.9722
O -2.36 -1.21 -0.22 -0.5078
O 2.55 0.36 0.05 -0.9113
S -1.44 1.24 0.25 0.3743
S 1.23 0.48 -0.55 1.4166
H 0.41 -1.48 0.85 0.2795
H 0.19 -1.88 -0.79 0.2757
H 0.40 2.47 0.27 0.4017
```

Computed properties:
HOMO-LUMO gap = 9.46 eV
E_LUMO = 0.25 eV



(3)
The following is a quantum chemistry calculation of 2 unconnected molecules or ions with the total composition C4H5NO2, from the Open Molecules 2025 dataset.

Structure (XYZ):
```
12
Properties=species:S:1:pos:R:3:nbo_charge:R:1
O -2.67 0.70 0.96 -0.4990
C -1.62 0.18 0.70 0.4526
C -0.39 0.94 0.22 -0.6410
C -0.10 0.52 -1.20 0.4593
O 0.22 -0.60 -1.51 -0.5393
H -1.48 -0.92 0.77 0.1242
H -0.58 2.01 0.30 0.2366
H 0.46 0.64 0.85 0.2821
H -0.24 1.30 -1.98 0.1251
C 2.13 -1.61 0.28 0.1046
N 2.22 -0.98 1.24 -0.3537
H 2.04 -2.18 -0.62 0.2484
```

Computed properties:
SMILES = O=CCC=O.C#N
HOMO-LUMO gap = 10.56 eV
E_LUMO = 0.42 eV



(4)
The following is a quantum chemistry calculation of a single C4H11NOS molecule, from the Open Molecules 2025 dataset.

Structure (XYZ):
```
18
Properties=species:S:1:pos:R:3:nbo_charge:R:1
C -1.00 -1.23 -0.07 -0.6461
C 0.54 0.35 -1.50 -0.6380
C 1.18 -0.43 0.76 -0.6417
C 0.04 -0.13 -0.16 -0.1817
N 0.27 2.42 0.74 -1.1220
O -1.36 0.79 1.95 -0.9233
S -0.87 1.41 0.44 1.2441
H -1.32 -1.44 1.05 0.2473
H -1.84 -1.03 -0.73 0.2200
H -0.49 -2.21 -0.23 0.2220
H 1.13 -0.51 -2.01 0.2202
H 1.14 1.21 -1.29 0.2490
H -0.26 0.58 -2.16 0.2126
H 1.83 0.56 1.14 0.2582
H 0.87 -0.98 1.62 0.2185
H 1.91 -1.10 0.21 0.2150
H -0.16 3.33 0.54 0.3570
H -1.92 1.36 2.43 0.4886
```

Computed properties:
HOMO-LUMO gap = 9.84 eV
E_LUMO = 0.62 eV



(5)
The following is a quantum chemistry calculation of 2 unconnected molecules or ions with the total composition C4H11N3O2, from the Open Molecules 2025 dataset.

Structure (XYZ):
```
20
Properties=species:S:1:pos:R:3:nbo_charge:R:1
C 1.65 1.27 1.79 -0.7632
C 2.51 2.06 0.87 0.7647
O 2.68 1.62 -0.40 -0.6682
O 3.19 2.98 1.23 -0.5128
H 0.64 1.08 1.41 0.1970
H 1.52 1.85 2.71 0.2707
H 2.03 0.32 2.20 0.2535
C -0.05 -0.24 -1.33 -0.4507
C -2.08 -1.13 -0.37 0.5578
N -3.29 -0.94 0.09 -0.3602
N -1.26 -0.08 -0.53 -0.4703
N -1.68 -2.40 -0.72 -0.7531
H 2.36 0.72 -0.47 0.4609
H -4.07 -1.51 0.38 0.4276
H -1.69 0.81 -0.26 0.4496
H -0.77 -2.74 -0.52 0.4358
H -2.40 -2.82 -1.31 0.4393
H -0.33 -0.83 -2.21 0.2404
H 0.74 -0.69 -0.73 0.2146
H 0.30 0.68 -1.81 0.2666
```

Computed properties:
total charge = +1
spin multiplicity = 2
HOMO-LUMO gap (spin up / spin down) = 9.60 / 5.00 eV
E_LUMO (spin up / spin down) = -3.54 / -8.13 eV



Max |F|? In order: 0.14429; 0.05929; 0.02379; 0.07228; 0.04871 hartree/bohr.
Energy relative to the best compared isomer or geometry (same formula, charge and spin)? In order: 0.0; 176.7; 182.8; 262.1; 248.3 kJ/mol.